45
Properties=species:S:1:pos:R:3 method="wB97M-V/def2-TZVPD" lumo_ev=-0.41 smiles="COC(=O)c1cccc(N/C=C2/C(=O)NC(=O)N(Cc3ccc(F)cc3)C2=O)c1" gap_ev=8.327 homo_energy_ev=-8.7
C -7.1102 1.4919 1.7555
O -6.0080 0.8471 1.1340
C -6.2631 -0.3469 0.5836
O -7.3511 -0.8660 0.6001
C -5.0595 -0.9538 -0.0448
C -5.1912 -2.2008 -0.6500
C -4.0918 -2.7944 -1.2440
C -2.8684 -2.1521 -1.2371
C -2.7284 -0.9004 -0.6321
N -1.4707 -0.3121 -0.6635
C -1.0892 0.8556 -0.1718
C 0.1999 1.3398 -0.2690
C 0.4785 2.6406 0.3167
O -0.3282 3.3391 0.8911
N 1.7919 3.0550 0.1678
C 2.8209 2.3862 -0.4481
O 3.9302 2.8557 -0.5215
N 2.4945 1.1534 -0.9826
C 3.5753 0.3993 -1.6218
C 4.2852 -0.4644 -0.6123
C 3.8426 -1.7581 -0.3651
C 4.4676 -2.5458 0.5846
C 5.5381 -2.0182 1.2833
F 6.1542 -2.7820 2.2104
C 5.9942 -0.7315 1.0620
C 5.3588 0.0439 0.1091
C 1.2401 0.5795 -0.9293
O 1.0465 -0.5229 -1.4374
C -3.8327 -0.3014 -0.0334
H -7.5151 0.8656 2.5529
H -7.8990 1.6819 1.0248
H -6.7279 2.4262 2.1581
H -6.1566 -2.6818 -0.6423
H -4.1871 -3.7605 -1.7149
H -2.0074 -2.6115 -1.7004
H -0.7101 -0.8290 -1.1267
H -1.8105 1.4826 0.3374
H 2.0303 3.9593 0.5598
H 4.2625 1.1263 -2.0573
H 3.1196 -0.2139 -2.4012
H 3.0006 -2.1465 -0.9175
H 4.1387 -3.5529 0.7864
H 6.8303 -0.3532 1.6285
H 5.6906 1.0545 -0.0733
H -3.7596 0.6623 0.4422

***

47
Properties=species:S:1:pos:R:3 method="wB97M-V/def2-TZVPD" lumo_ev="-1.48 / -1.52" de_lowest_kcal_mol=9.2 gap_ev="6.248 / 5.856" homo_energy_ev="-7.7 / -7.4"
Pd -0.1873 -0.9972 -0.4913
S 2.0762 -0.8286 -0.5295
C 2.0820 0.9221 -0.5489
N 3.2689 1.4884 -0.6891
N 3.3893 2.8034 -0.5523
C 2.8787 3.6287 0.4464
C 2.2187 3.1210 1.5678
C 1.8188 3.9769 2.5767
C 2.0486 5.3433 2.4821
C 2.6914 5.8494 1.3614
C 3.1103 5.0035 0.3514
N 0.9601 1.6319 -0.5296
N -0.1557 0.9919 -0.6575
C -1.2709 1.8290 -0.7661
C -2.4479 1.3360 -1.3388
C -3.5404 2.1667 -1.4961
C -3.4750 3.4975 -1.1075
C -2.2982 4.0005 -0.5645
C -1.2035 3.1803 -0.3893
H 4.1131 3.1866 -1.1389
H 2.0546 2.0564 1.6577
H 1.3287 3.5673 3.4499
H 1.7349 6.0037 3.2789
H 2.8708 6.9132 1.2770
H 3.6149 5.4019 -0.5214
H -2.4869 0.3110 -1.6729
H -4.4453 1.7791 -1.9443
H -4.3339 4.1419 -1.2402
H -2.2377 5.0412 -0.2743
H -0.2866 3.5576 0.0382
O -1.7415 -1.0196 1.4958
N -2.6485 -1.4371 0.7461
O -3.7458 -1.7790 1.1491
O -2.3743 -1.4992 -0.5125
N -0.0729 -2.9431 -0.3940
C -0.1537 -4.0820 -0.3824
C -0.2274 -5.5013 -0.3736
C -0.1513 -6.1962 0.8346
C -0.2024 -7.5778 0.8240
C -0.3296 -8.2615 -0.3775
C -0.4075 -7.5674 -1.5773
C -0.3581 -6.1860 -1.5837
H -0.0527 -5.6512 1.7633
H -0.1391 -8.1249 1.7545
H -0.3659 -9.3427 -0.3804
H -0.5022 -8.1044 -2.5111
H -0.4176 -5.6313 -2.5100

***

48
Properties=species:S:1:pos:R:3 method="wB97M-V/def2-TZVPD" lumo_ev=-11.59 de_lowest_kcal_mol=0.0 total_charge=+3 gap_ev=6.316 homo_energy_ev=-17.9
Re 0.0865 0.6071 2.0507
O 1.9455 2.7077 2.2485
N 1.6777 1.7492 1.2559
C 2.4953 1.7845 0.2629
C 2.4989 0.9320 -0.8960
C 3.5472 1.1407 -1.7918
C 3.6652 0.3688 -2.9424
C 2.7314 -0.6170 -3.2009
C 1.6745 -0.8418 -2.3142
C 1.5425 -0.0722 -1.1672
P 0.1188 -0.4035 -0.1375
C -0.4535 -2.0547 -0.4320
C 0.3455 -3.1155 0.0139
C -0.0235 -4.4133 -0.2860
C -1.1791 -4.6528 -1.0275
C -1.9632 -3.6002 -1.4771
C -1.6049 -2.2911 -1.1864
C -1.1596 0.8441 -0.2960
C -2.4733 0.5812 0.1621
C -3.4837 1.4837 -0.1034
C -3.2136 2.6251 -0.8569
C -1.9292 2.8882 -1.3301
C -0.9015 2.0161 -1.0434
H 1.5872 3.5508 1.9152
H 3.2675 2.5480 0.3279
H 4.2806 1.9108 -1.5856
H 4.4857 0.5412 -3.6257
H 2.8117 -1.2246 -4.0925
H 0.9606 -1.6235 -2.5368
H 1.2544 -2.9310 0.5775
H 0.5875 -5.2408 0.0480
H -1.4621 -5.6706 -1.2612
H -2.8514 -3.7929 -2.0633
H -2.2085 -1.4750 -1.5624
H -2.7026 -0.3361 0.6904
H -4.4891 1.2852 0.2430
H -4.0174 3.3127 -1.0887
H -1.7404 3.7729 -1.9227
H 0.0911 2.2117 -1.4285
S -0.3592 -1.5475 6.5599
As 0.2942 -1.4173 4.5363
S 1.5724 0.1940 3.6855
S -0.9425 -1.3013 2.6786
S 0.8891 -3.1217 5.6771
O -0.6402 3.8497 1.3892
C -1.3435 3.2660 2.1350
O -0.9979 1.9809 2.5870
H -2.2712 3.5918 2.6112

***

54
Properties=species:S:1:pos:R:3 method="wB97M-V/def2-TZVPD" lumo_ev="-0.55 / -2.41" de_lowest_kcal_mol=57.3 multiplicity=2 s2=0.7650 gap_ev="7.934 / 6.349" homo_energy_ev="-8.5 / -8.8"
Ir 0.4178 -1.5893 -1.0740
O -6.7000 3.1125 1.6077
C -5.4938 2.6262 1.9811
O -5.1505 2.7085 3.1240
C -4.6397 1.9903 0.9168
C -4.9044 2.0802 -0.4460
C -4.0898 1.4342 -1.3647
C -2.9871 0.6988 -0.9276
S -2.0529 -0.1854 -2.0954
C -2.7015 0.6437 0.4440
C -3.5227 1.2805 1.3513
H -6.8799 2.9133 0.6841
H -5.7370 2.6601 -0.8280
H -4.3049 1.4892 -2.4237
H -1.8258 0.1026 0.7747
H -3.3245 1.2386 2.4148
I -2.9724 -2.8808 -1.1602
C -0.8986 -2.9937 -1.6444
H -0.8807 -3.0065 -2.7340
H -0.5698 -3.9424 -1.2344
N 3.1354 -2.6861 0.3417
C 2.0605 -2.6734 1.1267
C 2.1957 -3.0550 2.4880
C 1.1083 -3.1589 3.2938
C -0.1725 -2.8944 2.7746
C -0.2589 -2.4991 1.4819
N 0.8308 -2.3551 0.6582
H 4.0438 -2.7875 0.7532
H 3.1007 -2.4519 -0.6365
H 3.1896 -3.2881 2.8482
H 1.2312 -3.4527 4.3289
H -1.0668 -2.9876 3.3734
H -1.2102 -2.2573 1.0313
O 4.4561 0.1740 0.4170
S 3.7226 0.6180 -0.7312
O 4.3196 0.5000 -2.0230
N 2.2048 -0.0730 -0.7128
C 1.2874 0.8218 -0.4552
O 0.0830 0.4253 -0.3326
C 1.7412 2.2229 -0.3359
C 1.0011 3.3770 -0.1737
C 1.6907 4.5826 -0.1439
C 3.0797 4.6180 -0.2722
C 3.8190 3.4518 -0.4405
C 3.1157 2.2638 -0.4656
H -0.0780 3.3364 -0.0866
H 1.1454 5.5106 -0.0269
H 3.5916 5.5723 -0.2468
H 4.8958 3.4691 -0.5522
F 1.9377 -4.0399 -3.7987
B 2.2472 -2.9601 -3.0254
F 1.5521 -3.1239 -1.6637
F 3.5880 -2.8039 -2.7501
F 1.6297 -1.7765 -3.4095

***

49
Properties=species:S:1:pos:R:3 method="wB97M-V/def2-TZVPD" lumo_ev=1.89 total_charge=-2 gap_ev=1.708 homo_energy_ev=0.2
C -5.5572 3.0155 0.0211
C -4.8833 1.9820 -0.6865
C -3.7358 0.8053 -0.9922
C -4.0235 -0.7190 -0.3875
C -2.9064 -1.9389 -0.6049
C -3.2522 -3.3919 0.0692
C -2.0304 -4.0470 0.9607
F -4.3853 -3.1727 1.0447
C -1.5589 -1.5487 -1.4580
C -1.2733 -0.0180 -2.0698
C -2.3552 1.1939 -1.8513
B -2.0933 2.7294 -2.4368
C -2.1927 4.1024 -1.4779
O -1.7858 3.0166 -3.8828
C 0.1886 0.1502 -2.8547
O 0.3844 0.8893 -3.9483
C 1.4286 -0.7507 -2.1845
C 2.9836 -0.2176 -2.0507
I 4.3007 -0.4834 -3.7793
C 3.4780 0.4073 -0.7668
C 5.0075 0.9337 -0.5008
I 2.0694 0.6679 0.9450
C 1.1722 -2.1477 -1.6479
O 2.2025 -3.0153 -1.0566
N 2.2831 -2.8062 0.2694
O 1.4054 -3.3878 0.8864
C -0.3965 -2.7257 -1.7073
O -0.6699 -4.0057 -1.9733
H -6.1164 3.9418 0.5211
H -5.0420 -0.8537 0.1835
H -3.6972 -4.1273 -0.7460
H -2.3993 -4.5824 1.9545
H -1.2017 -3.2402 1.1413
H -1.5491 -4.9217 0.3072
H -3.2421 4.2320 -0.9743
H -2.0359 5.0721 -2.1564
H -1.3507 4.1461 -0.6650
H -2.3310 2.4238 -4.4792
H 4.9618 2.0708 -0.1690
H 5.3986 0.3494 0.4633
H 5.7667 0.7223 -1.3658
O 4.2193 2.0242 3.5824
C 4.0711 1.8139 4.8978
C 3.1869 0.4989 5.1287
O 3.0312 0.2935 6.4443
H 3.5768 2.6111 5.4807
H 4.9923 1.6586 5.4869
H 3.6872 -0.2994 4.5528
H 2.2693 0.6491 4.5328

***

48
Properties=species:S:1:pos:R:3 method="wB97M-V/def2-TZVPD" lumo_ev=-12.03 total_charge=+3 gap_ev=5.771 homo_energy_ev=-17.8
Sn 0.7085 0.8891 -0.6563
C -0.6060 -2.0447 -0.9234
N -0.8321 -0.8567 -0.0384
C -2.2525 -0.5140 -0.2858
C -0.8179 -1.2662 1.3970
C 0.4156 -2.0173 1.9474
N 1.4852 -1.1700 2.3268
C 2.5682 -1.6143 2.9222
C 3.5773 -0.7005 3.3303
F 3.3380 0.5367 3.1952
C 4.7849 -1.0426 3.8235
F 5.6437 -0.1364 4.1770
C 4.9819 -2.4350 3.8848
C 4.0571 -3.3996 3.5492
F 4.4118 -4.6896 3.7015
C 2.8677 -3.0443 3.0692
F 2.0097 -3.9905 2.7407
H -1.2546 -2.8413 -0.5535
H 0.4401 -2.2964 -1.0193
H -1.0083 -1.6702 -1.8665
H -2.8383 -1.4697 -0.2050
H -2.3405 -0.1688 -1.2986
H -2.6095 0.2812 0.3694
H -1.6663 -1.9359 1.4928
H -1.0057 -0.3827 1.9338
H 0.7399 -2.8560 1.2563
H 0.0622 -2.5919 2.8243
H 5.9267 -2.8661 4.1766
Br -2.9314 0.6030 -6.3735
C -1.7144 0.8561 -4.9145
C -0.4926 0.2452 -4.8557
C 0.2620 0.4075 -3.7414
N -0.1237 1.1737 -2.6893
C -1.3144 1.7813 -2.7422
C -2.1718 1.5203 -3.7955
C -1.6437 2.6333 -1.5651
C -2.7132 3.4756 -1.5226
C -2.8821 4.3322 -0.4458
Br -4.2913 5.5108 -0.3531
C -1.8786 4.3085 0.5443
C -0.7891 3.4923 0.4220
N -0.6674 2.5847 -0.5690
H -0.0439 -0.2951 -5.6563
H 1.2220 -0.0625 -3.6159
H -3.2068 1.9270 -3.7819
H -3.4219 3.4803 -2.3369
H -1.8782 4.8598 1.5190
H -0.1063 3.4596 1.2023

***

50
Properties=species:S:1:pos:R:3 method="wB97M-V/def2-TZVPD" lumo_ev=-4.62 de_lowest_kcal_mol=1.1 total_charge=+1 gap_ev=6.645 homo_energy_ev=-11.3
Ti -0.1801 -0.5647 -0.0092
C -1.5747 3.7212 4.1139
C -2.4700 2.9073 3.1964
N -2.0735 1.4995 3.1195
C -1.0908 1.0606 2.3415
S -0.7762 -0.6801 2.3037
N -0.3912 1.9351 1.6464
N 0.4527 1.2821 0.7968
C 1.4287 1.9205 0.2583
C 1.7113 3.3583 0.5096
C 2.2544 1.0864 -0.6440
C 3.3752 1.5482 -1.3087
C 4.0812 0.6690 -2.1204
C 3.6371 -0.6318 -2.2663
C 2.4872 -1.0163 -1.5971
N 1.8292 -0.1885 -0.7845
H -1.9285 4.7511 4.1575
H -0.5476 3.7292 3.7533
H -1.5861 3.3171 5.1261
H -2.4690 3.3043 2.1815
H -3.4985 2.9179 3.5547
H -2.5947 0.8115 3.6364
H 1.3659 3.6301 1.5037
H 1.1545 3.9675 -0.2076
H 2.7686 3.5879 0.4108
H 3.6900 2.5749 -1.2064
H 4.9638 1.0097 -2.6446
H 4.1453 -1.3395 -2.9043
H 2.0550 -1.9984 -1.7325
O -3.8059 0.2104 -4.8765
C -3.0824 0.0663 -3.9455
C -3.1661 0.8293 -2.5853
O -3.9585 1.6751 -2.2858
C -2.0640 0.2428 -1.8150
C -1.3623 -0.7051 -2.4939
O -0.3753 -1.2701 -1.8401
C -1.8812 -0.9244 -3.8570
O -1.4960 -1.6731 -4.7079
O -1.6325 0.4729 -0.5766
Br -2.6020 -2.7370 -0.0445
C -0.9188 -3.5415 0.1659
C -0.8028 -4.9178 0.0654
C 0.4427 -5.4777 0.2865
C 1.5192 -4.6556 0.5958
C 1.3182 -3.2930 0.6282
N 0.1197 -2.7370 0.3865
H -1.6683 -5.5215 -0.1611
H 0.5725 -6.5497 0.2250
H 2.5001 -5.0581 0.8008
H 2.1243 -2.6051 0.8502

***

41
Properties=species:S:1:pos:R:3 method="wB97M-V/def2-TZVPD" lumo_ev=-6.28 de_lowest_kcal_mol=0.0 total_charge=+1 gap_ev=4.250 homo_energy_ev=-10.5
N 1.6604 0.9623 -0.1973
C 2.6488 0.2732 0.4174
C 3.3802 -0.7089 -0.2925
C 4.3049 -1.5004 0.3790
C 4.5436 -1.3025 1.7495
C 3.8539 -0.2966 2.4469
C 2.9271 0.5026 1.7859
H 1.0931 1.6322 0.3007
H 1.4035 0.7747 -1.1548
H 3.1808 -0.8432 -1.3597
H 4.8473 -2.2739 -0.1697
H 5.2734 -1.9230 2.2695
H 4.0422 -0.1324 3.5103
H 2.3787 1.2938 2.3059
F -3.7111 4.1072 -3.3294
C -4.0455 3.9801 -2.0113
F -3.8585 5.2058 -1.4360
F -5.3963 3.7289 -1.9705
C -3.2656 2.8998 -1.3202
C -3.0573 2.9817 0.0593
C -2.3744 1.9628 0.6919
C -1.8615 0.8276 -0.0199
C -1.1767 -0.1502 0.7477
C -0.6990 -1.4361 0.3836
C 0.0572 -2.1350 1.3762
C 0.6174 -3.3761 1.1305
C 0.4405 -3.9877 -0.1229
C -0.3269 -3.3459 -1.1050
C -0.9218 -2.1124 -0.8530
C -2.0681 0.8126 -1.4302
C -2.7855 1.8209 -2.0572
H -3.4245 3.8372 0.6222
H -2.2079 2.0152 1.7722
H -1.0675 0.1068 1.8056
H 0.1845 -1.6491 2.3463
H 1.1912 -3.8754 1.9155
H 0.8863 -4.9636 -0.3195
H -0.4738 -3.8240 -2.0776
H -1.5757 -1.6862 -1.6070
H -1.6563 0.0237 -2.0535
H -2.9613 1.7735 -3.1291

***

47
Properties=species:S:1:pos:R:3 method="wB97M-V/def2-TZVPD" lumo_ev="-3.61 / -4.23" de_lowest_kcal_mol=0.0 total_charge=+1 multiplicity=2 s2=0.7535 gap_ev="6.762 / 6.949" homo_energy_ev="-10.4 / -11.2"
Hg 0.5515 -0.3850 -1.7622
O 1.0380 3.9463 5.1516
N 0.6655 4.1123 4.0133
O 0.1766 5.1391 3.5902
C 0.8091 2.9595 3.0810
C 1.1258 1.7930 3.6668
C 1.3022 0.6037 2.8936
C 1.6029 -0.6317 3.4914
C 1.7824 -1.7326 2.6981
C 1.6738 -1.5736 1.3114
N 1.3759 -0.4262 0.7330
C 1.1770 0.6587 1.5043
C 0.8141 1.9177 0.8738
N 0.6728 1.9089 -0.4638
C 0.3103 3.0102 -1.0847
C 0.0566 4.2023 -0.4064
C 0.2069 4.2388 0.9543
C 0.6056 3.0758 1.6487
H 1.2485 1.7572 4.7402
H 1.6908 -0.6943 4.5689
H 2.0024 -2.7039 3.1172
H 1.8469 -2.4156 0.6499
H 0.2230 2.9555 -2.1638
H -0.2538 5.0824 -0.9511
H 0.0112 5.1465 1.4953
C 4.1299 -0.8885 -2.1824
O 2.9830 -1.2164 -2.9708
H 4.9771 -0.6170 -2.8131
H 4.4175 -1.7139 -1.5285
H 3.8586 -0.0304 -1.5708
H 3.1715 -2.0099 -3.4805
N -1.9099 -0.1442 -4.4784
C -2.3389 -0.9767 -3.5099
N -1.7201 -1.1668 -2.3824
C -2.4129 -2.0572 -1.5630
C -2.0405 -2.4405 -0.2799
C -2.8586 -3.3091 0.4193
C -4.0321 -3.8056 -0.1497
C -4.4129 -3.4312 -1.4269
C -3.5933 -2.5511 -2.1185
S -3.8261 -1.8674 -3.7065
H -1.0159 0.3035 -4.3828
H -2.3966 -0.0697 -5.3523
H -1.1265 -2.0525 0.1556
H -2.5906 -3.6031 1.4252
H -4.6541 -4.4874 0.4134
H -5.3246 -3.8100 -1.8683

***

47
Properties=species:S:1:pos:R:3 method="wB97M-V/def2-TZVPD" lumo_ev=-1.05 gap_ev=6.514 homo_energy_ev=-7.6
Pd -0.6953 -1.0762 -0.9278
S 3.3014 0.7918 -1.4844
C 3.5966 -0.8245 -1.0061
C 2.4462 -1.5281 -0.8107
C 1.2918 -0.7328 -1.0415
C 1.5951 0.5382 -1.4205
C 0.5889 1.5494 -1.6810
C 0.8067 2.7343 -2.3785
C -0.2383 3.6276 -2.5170
C -1.4655 3.3381 -1.9324
C -1.6087 2.1330 -1.2746
N -0.6161 1.2504 -1.1667
H 4.6152 -1.1648 -0.8889
H 2.4202 -2.5592 -0.4875
H 1.7810 2.9308 -2.8055
H -0.1030 4.5433 -3.0784
H -2.2934 4.0294 -1.9939
H -2.5438 1.8586 -0.8005
O -3.0228 -0.9813 -2.8534
C -2.3987 -1.0084 -1.9150
C -1.1936 -4.3653 -3.0168
C -0.3782 -3.5456 -3.9998
O 0.1815 -2.3645 -3.4190
H -1.6156 -5.2422 -3.5111
H -2.0121 -3.7727 -2.6097
H -0.5696 -4.7009 -2.1858
H -1.0021 -3.2025 -4.8238
H 0.4195 -4.1619 -4.4225
H 0.8905 -2.6361 -2.8255
S 1.8143 -0.9667 5.3299
C 1.0007 -1.2830 3.9300
S 1.0846 -2.7866 3.0521
C 0.0804 -2.1272 1.7755
N -0.2822 -0.9161 1.9954
N 0.2088 -0.4556 3.1975
C -0.1510 0.8764 3.5674
C -0.7604 1.1259 4.7853
C -1.0704 2.4321 5.1299
C -0.7777 3.4762 4.2613
C -0.1942 3.2089 3.0311
C 0.1197 1.9045 2.6791
S -0.3440 -3.0722 0.3836
H -0.9717 0.3068 5.4583
H -1.5451 2.6329 6.0819
H -1.0047 4.4956 4.5463
H 0.0306 4.0174 2.3461
H 0.5845 1.6725 1.7277